# 1
Below is H8N2Si2 in the gas phase at a distorted geometry, with properties calculated with ωB97M-V/def2-TZVPD.

## Properties
Orbital gap: 10.45 eV
E_tot: -18865.381 eV
Charge: 0
HOMO energy: -9.6 eV
Spin multiplicity: 1
Relative energy (zero: lowest compared OMol25 entry of this formula, charge and spin): 1.146 eV

Each line ends with the Mulliken charge.
Positions of all 12 atoms, in Å:
N -1.271 0.425 -1.159  -0.425
Si 0.436 0.523 -1.223  0.244
N 0.849 -0.575 0.186  -0.253
Si 0.089 -0.510 1.737  0.277
H -1.814 0.955 -1.832  0.205
H -1.858 -0.303 -0.835  0.231
H 1.103 0.508 -2.826  -0.106
H 0.982 1.890 -0.997  -0.087
H 1.815 -0.848 0.141  0.258
H 0.631 -1.700 2.479  -0.121
H 0.210 0.818 2.424  -0.094
H -1.171 -1.183 1.905  -0.128

***

# 2
Below is a molecular structure, H8Na7O8S at a distorted geometry, with properties calculated with ωB97M-V/def2-TZVPD.

## Properties
Orbital gap: 6.65 eV
E_tot: -58208.199 eV
Charge: +5
HOMO energy: -24.7 eV
Spin multiplicity: 1
Relative energy (zero: lowest compared OMol25 entry of this formula, charge and spin): 0.038 eV

Each line ends with the Mulliken charge.
Positions of all 24 atoms, in Å:
Na -2.452 0.982 2.392  1.000
Na -0.809 3.888 -1.459  0.973
Na -1.246 -2.497 1.662  0.966
Na 0.948 -0.299 3.503  0.969
Na -3.358 1.424 -1.035  0.903
Na 0.399 2.900 1.455  0.923
Na -0.106 -1.906 -2.296  0.964
S -0.614 0.045 -0.010  1.141
O -1.137 1.367 -0.287  -0.917
O -1.388 -0.995 -0.712  -0.961
O 0.758 -0.052 -0.517  -0.713
O -0.712 -0.206 1.399  -0.846
O 2.055 -2.236 0.354  -0.503
H 1.860 -1.373 -0.012  0.569
H 1.270 -2.755 0.179  0.235
O 2.157 1.337 1.319  -0.706
H 2.167 0.820 0.514  0.431
H 2.598 2.154 1.086  0.321
O -3.870 -1.224 -1.257  -0.599
H -2.920 -1.120 -1.197  0.433
H -4.089 -1.833 -0.552  0.308
O 3.147 0.299 -1.529  -0.584
H 2.318 0.111 -1.089  0.375
H 3.025 1.168 -1.910  0.318

***

# 3
Below is 4 unconnected molecules or ions with the total composition H8O3S2 at a distorted geometry, with properties calculated with ωB97M-V/def2-TZVPD.

## Properties
Orbital gap: 9.43 eV
E_tot: -27942.390 eV
Charge: 0
HOMO energy: -9.2 eV
Spin multiplicity: 1
Relative energy (zero: lowest compared OMol25 entry of this formula, charge and spin): 0.602 eV

Each line ends with the Mulliken charge.
Positions of all 13 atoms, in Å:
S 3.579 0.986 2.001  -0.152
S 3.392 2.578 0.626  -0.187
H 4.483 1.561 2.808  0.174
H 2.890 3.575 1.412  0.166
O -6.004 -1.350 -1.454  -0.626
H -5.432 -1.367 -0.713  0.304
H -6.662 -2.018 -1.211  0.323
O 2.025 -0.825 -1.729  -0.613
H 1.722 0.058 -1.902  0.284
H 1.545 -1.044 -0.929  0.339
O -0.173 -0.752 0.164  -0.598
H -0.789 -1.445 0.432  0.294
H -0.576 0.046 0.497  0.293

***

# 4
Below is 4 unconnected molecules or ions with the total composition H8O4 at a distorted geometry, with properties calculated with ωB97M-V/def2-TZVPD.

## Properties
Orbital gap: 11.48 eV
E_tot: -8319.178 eV
Charge: 0
HOMO energy: -10.8 eV
Spin multiplicity: 1
Relative energy (zero: lowest compared OMol25 entry of this formula, charge and spin): 1.499 eV

Each line ends with the Mulliken charge.
Positions of all 12 atoms, in Å:
O 1.889 2.548 -2.490  -0.635
H 1.489 3.308 -3.006  0.322
H 2.416 2.294 -3.282  0.318
O 0.496 1.190 2.306  -0.619
H 0.734 2.098 2.481  0.311
H 0.853 0.661 3.099  0.322
O 0.247 -0.177 -0.866  -0.645
H -0.420 0.181 -0.179  0.310
H 0.213 0.623 -1.414  0.316
O -2.387 -4.315 1.391  -0.647
H -3.324 -4.569 1.390  0.322
H -2.207 -3.842 0.570  0.324

***

# 5
Below is 4 unconnected molecules or ions with the total composition H8O4 at a distorted geometry, with properties calculated with ωB97M-V/def2-TZVPD.

## Properties
Orbital gap: 11.00 eV
E_tot: -8319.553 eV
Charge: 0
HOMO energy: -10.8 eV
Spin multiplicity: 1
Relative energy (zero: lowest compared OMol25 entry of this formula, charge and spin): 1.123 eV

Each line ends with the Mulliken charge.
Positions of all 12 atoms, in Å:
O 2.160 1.602 1.353  -0.682
H 2.242 2.571 1.416  0.332
H 2.804 1.226 0.673  0.343
O -0.653 0.567 0.377  -0.633
H -0.997 0.602 1.216  0.279
H 0.204 1.060 0.401  0.351
O -2.517 -0.646 -1.530  -0.629
H -1.899 0.123 -1.717  0.312
H -2.564 -1.129 -2.383  0.308
O 0.187 -2.318 -0.057  -0.632
H 1.047 -2.294 0.287  0.287
H -0.014 -1.359 -0.037  0.365

***

# 6
Below is 4 unconnected molecules or ions with the total composition H8O4 at a distorted geometry, with properties calculated with ωB97M-V/def2-TZVPD.

## Properties
Orbital gap: 10.54 eV
E_tot: -8319.678 eV
Charge: 0
HOMO energy: -10.4 eV
Spin multiplicity: 1
Relative energy (zero: lowest compared OMol25 entry of this formula, charge and spin): 0.998 eV

Each line ends with the Mulliken charge.
Positions of all 12 atoms, in Å:
O -0.322 2.444 -0.233  -0.594
H 0.180 2.067 0.449  0.323
H 0.148 3.219 -0.449  0.306
O -2.110 -2.255 -1.119  -0.643
H -1.364 -1.732 -0.890  0.387
H -1.816 -3.076 -0.696  0.303
O 1.206 0.523 1.425  -0.727
H 1.688 1.146 1.975  0.317
H 0.495 0.317 2.067  0.334
O 0.277 -1.069 -0.776  -0.680
H 0.901 -1.164 -1.521  0.302
H 0.719 -0.419 -0.233  0.371

***

# 7
Below is 4 unconnected molecules or ions with the total composition H8O4 at a distorted geometry, with properties calculated with ωB97M-V/def2-TZVPD.

## Properties
Orbital gap: 9.39 eV
E_tot: -8317.274 eV
Charge: 0
HOMO energy: -8.6 eV
Spin multiplicity: 1
Relative energy (zero: lowest compared OMol25 entry of this formula, charge and spin): 3.402 eV

Each line ends with the Mulliken charge.
Positions of all 12 atoms, in Å:
O -1.041 -0.770 1.017  -0.591
H -1.472 -1.595 1.269  0.287
H -0.283 -1.052 0.493  0.276
O 2.676 0.518 -1.787  -0.622
H 3.473 0.676 -2.305  0.312
H 2.989 0.501 -0.875  0.315
O -1.071 -0.223 -1.848  -0.589
H -0.590 0.612 -1.823  0.305
H -1.548 -0.193 -2.685  0.288
O -0.928 0.316 2.523  -0.491
H -0.428 0.953 3.045  0.236
H -1.777 0.257 2.975  0.274

***

# 8
Below is 4 unconnected molecules or ions with the total composition H8O4 at a distorted geometry, with properties calculated with ωB97M-V/def2-TZVPD.

## Properties
Orbital gap: 11.15 eV
E_tot: -8319.693 eV
Charge: 0
HOMO energy: -10.8 eV
Spin multiplicity: 1
Relative energy (zero: lowest compared OMol25 entry of this formula, charge and spin): 0.983 eV

Each line ends with the Mulliken charge.
Positions of all 12 atoms, in Å:
O 0.163 0.955 -1.396  -0.710
H 0.302 0.210 -0.805  0.324
H 0.499 1.717 -0.913  0.329
O -2.206 2.178 -2.303  -0.647
H -1.371 1.881 -1.901  0.382
H -1.942 2.904 -2.877  0.315
O 2.598 -1.826 2.071  -0.619
H 2.910 -1.101 2.612  0.313
H 1.663 -1.586 2.205  0.307
O -0.562 -1.554 1.067  -0.623
H -0.901 -2.174 0.415  0.319
H -1.153 -1.604 1.824  0.311

***

Look up the charge of the third one. 0